ORCA calculation (ωB97M-V/def2-TZVPD) on C27H22Cl2N3P2PdS4SbSe2 as an isolated structure.

frontier orbital gap: 4.85 eV
total charge: -2
M: 1035.72 g/mol
relative energy (zero: lowest compared OMol25 entry of this formula, charge and spin): 77.9 kJ/mol
calculated total energy: -260505.3013 eV

Element x y z (Å)
Pd (3.74884, 2.17661, -0.10609)
S (4.03510, 4.68160, 0.53530)
Sb (5.35128, 4.13131, -1.32104)
S (6.03787, 2.13775, -0.21751)
S (3.86455, 3.07985, -2.74698)
S (6.89163, 5.59589, -2.14034)
Se (-3.65015, 2.84082, 0.23371)
P (-2.19563, 1.30785, 0.29452)
C (-2.30078, 0.36982, 1.85482)
C (-3.54216, -0.07603, 2.30728)
C (-3.65087, -0.72465, 3.52300)
C (-2.52662, -0.90204, 4.32052)
C (-1.29894, -0.42677, 3.89590)
C (-1.18466, 0.20465, 2.66595)
C (-2.51281, 0.16143, -1.08133)
C (-1.93194, 0.46429, -2.30783)
C (-2.21539, -0.30215, -3.42824)
C (-3.08515, -1.37524, -3.32935)
C (-3.68140, -1.67354, -2.10941)
C (-3.40372, -0.90469, -0.99319)
C (-0.47801, 1.80285, 0.12385)
C (0.78389, 1.20554, -0.03340)
N (1.67357, 2.21754, 0.06175)
N (1.02038, 3.34173, 0.28644)
N (-0.26217, 3.11664, 0.33797)
P (1.45657, -0.41356, -0.38091)
Se (3.55550, -0.47624, -0.07066)
C (1.09464, -0.74137, -2.12176)
C (0.78319, -1.99618, -2.62719)
C (0.68450, -2.18250, -3.99766)
C (0.91501, -1.12178, -4.86151)
C (1.25375, 0.12739, -4.35808)
C (1.34707, 0.32252, -2.99115)
C (0.60169, -1.66505, 0.63034)
C (-0.63284, -2.19222, 0.27170)
C (-1.27578, -3.10289, 1.09493)
C (-0.67825, -3.49866, 2.28165)
C (0.56298, -2.98832, 2.63785)
C (1.20486, -2.07674, 1.81688)
H (-4.43071, 0.13415, 1.72538)
H (-4.61959, -1.06806, 3.86389)
H (-2.61576, -1.39602, 5.28016)
H (-0.42110, -0.53745, 4.51805)
H (-0.22385, 0.58379, 2.34740)
H (-1.24939, 1.30160, -2.38649)
H (-1.73712, -0.06562, -4.36932)
H (-3.29827, -1.98270, -4.20034)
H (-4.36418, -2.51018, -2.02928)
H (-3.86502, -1.15667, -0.04875)
H (0.63138, -2.83614, -1.96152)
H (0.43524, -3.16033, -4.39061)
H (0.84767, -1.27104, -5.93243)
H (1.47297, 0.95312, -5.02189)
H (1.65889, 1.29200, -2.60850)
H (-1.10037, -1.89321, -0.65446)
H (-2.24388, -3.49334, 0.80777)
H (-1.18138, -4.20316, 2.93240)
H (1.03346, -3.29343, 3.56389)
H (2.17425, -1.67509, 2.08503)
Cl (2.95054, 3.38798, 5.35042)
C (3.37146, 3.27905, 3.61224)
Cl (3.50812, 1.62459, 3.05718)
H (4.32414, 3.77234, 3.45988)
H (2.58288, 3.76836, 3.04925)